{"formula": "C51H64N3O10P2", "method": "ωB97M-V with the def2-TZVPD basis set", "gap_ev": 6.95, "total_charge": 1, "e_lumo_ev": -3.536, "elements": ["C", "C", "C", "C", "N", "C", "N", "C", "C", "C", "C", "C", "C", "C", "O", "C", "N", "C", "O", "P", "C", "C", "C", "C", "C", "P", "O", "O", "C", "C", "C", "C", "O", "O", "H", "H", "H", "H", "H", "H", "H", "H", "H", "H", "H", "H", "H", "H", "H", "H", "H", "H", "H", "H", "H", "H", "H", "H", "H", "H", "H", "H", "H", "H", "H", "H", "H", "H", "H", "H", "H", "H", "H", "H", "H", "H", "H", "H", "H", "H", "H", "H", "C", "C", "C", "C", "C", "C", "C", "O", "C", "C", "C", "C", "C", "C", "C", "O", "H", "H", "H", "H", "H", "H", "H", "H", "C", "C", "C", "C", "C", "C", "C", "O", "C", "C", "C", "C", "C", "C", "C", "O", "H", "H", "H", "H", "H", "H", "H", "H"], "coordinates": [[7.0643, 2.2468, 1.3279], [5.6745, 1.4477, 1.4050], [5.4143, 0.3858, 0.2345], [6.7993, -0.3817, -0.1355], [4.7181, 0.8784, -0.9838], [3.3596, 1.3458, -0.7626], [2.2860, 0.5681, -0.9603], [0.8812, 1.0167, -0.7935], [2.5883, -0.8574, -1.3863], [1.3372, -1.8579, -1.1414], [1.0439, -2.1515, 0.4038], [0.2536, -3.5466, 0.6584], [-1.2023, -3.5858, -0.0054], [-2.1200, -2.3165, 0.3173], [-2.0155, -1.8224, 1.6776], [-3.0902, -0.8217, 1.7774], [3.1247, 2.7270, -0.3560], [4.0472, 3.7104, -0.9856], [4.9590, 4.2881, -0.0262], [2.9538, 5.1605, -1.6179], [1.6878, 4.5818, -2.8979], [0.1677, 4.4409, -2.3305], [2.1735, 6.1230, -0.1940], [1.6581, 5.2417, 1.0454], [4.8116, 3.1320, -2.2975], [6.0745, 4.5225, -2.7707], [7.6612, 3.8839, -2.8736], [5.5145, 5.0916, -4.2889], [5.5343, 1.7573, -1.8646], [5.9622, 0.8397, -3.1522], [5.8264, 1.5946, -4.5587], [6.2124, 0.5170, -5.7093], [6.8471, 0.8360, -6.7367], [5.8105, -0.8609, -5.6040], [7.1371, 3.0006, 0.4756], [7.1224, 2.8735, 2.2980], [7.9940, 1.5704, 1.3657], [4.8543, 2.2199, 1.5623], [5.7188, 0.8386, 2.3875], [4.7462, -0.4430, 0.6898], [7.5730, 0.3505, -0.5809], [6.6449, -1.2449, -0.8603], [7.2958, -0.7700, 0.8313], [0.1613, 0.5769, -1.5793], [0.7267, 2.1427, -0.8309], [0.5287, 0.6833, 0.2543], [2.9635, -0.9021, -2.4771], [3.4444, -1.3155, -0.7626], [1.6778, -2.8632, -1.6009], [0.4068, -1.5606, -1.7442], [2.0632, -2.2290, 0.9289], [0.4369, -1.3523, 0.9429], [0.0983, -3.5885, 1.8019], [0.9126, -4.4394, 0.4002], [-1.0768, -3.6696, -1.1342], [-1.7399, -4.5000, 0.4495], [-3.2188, -2.6496, 0.1784], [-1.9088, -1.4792, -0.4370], [-3.4843, -0.5352, 0.7310], [-2.7340, 0.1539, 2.2542], [-3.9935, -1.2172, 2.3649], [3.0105, 2.8465, 0.6573], [4.8411, 5.2708, -0.0794], [1.6310, 5.4158, -3.6954], [1.9610, 3.6282, -3.4567], [-0.5462, 5.2078, -2.8128], [-0.2250, 3.4146, -2.6571], [0.1091, 4.5122, -1.1966], [1.2382, 6.6434, -0.6316], [2.8391, 6.9447, 0.2253], [1.0800, 5.8219, 1.8362], [2.6006, 4.8274, 1.5749], [1.0355, 4.3291, 0.7644], [4.0025, 3.0004, -3.0905], [7.9589, 3.7033, -1.9537], [4.5283, 5.1645, -4.2318], [6.5415, 2.0723, -1.3998], [5.4030, -0.1573, -3.1786], [7.0755, 0.5662, -3.0219], [4.7633, 1.9276, -4.7970], [6.5926, 2.4432, -4.6986], [4.8265, -0.8627, -5.7099], [-1.8404, -1.8098, 4.4766], [-0.9893, -0.9952, 5.2212], [-1.3751, -0.5513, 6.4813], [-2.6203, -0.9115, 6.9968], [-3.4823, -1.7069, 6.2415], [-3.0848, -2.1651, 4.9847], [-4.8269, -2.0558, 6.7561], [-5.5787, -2.7538, 6.0977], [-5.2456, -1.5365, 8.0774], [-6.5300, -1.8087, 8.5503], [-6.9275, -1.3360, 9.7963], [-6.0416, -0.5982, 10.5784], [-4.7630, -0.3200, 10.1086], [-4.3657, -0.7806, 8.8526], [-3.0149, -0.4488, 8.3468], [-2.2400, 0.2005, 9.0282], [-1.5342, -2.1640, 3.4958], [-0.0229, -0.7076, 4.8190], [-0.7059, 0.0787, 7.0587], [-3.7459, -2.7954, 4.3984], [-7.2243, -2.3856, 7.9478], [-7.9285, -1.5445, 10.1598], [-6.3500, -0.2358, 11.5536], [-4.0790, 0.2593, 10.7204], [-3.8231, -0.9402, -6.3009], [-4.5026, -1.6348, -7.2991], [-5.4785, -2.5649, -6.9594], [-5.7698, -2.8123, -5.6178], [-5.0723, -2.1346, -4.6178], [-4.1056, -1.1889, -4.9626], [-5.3372, -2.4237, -3.1896], [-4.7298, -1.8286, -2.3138], [-6.3433, -3.4516, -2.8409], [-6.5629, -3.7761, -1.5013], [-7.5157, -4.7311, -1.1636], [-8.2588, -5.3588, -2.1608], [-8.0393, -5.0425, -3.4968], [-7.0740, -4.0951, -3.8399], [-6.8234, -3.7917, -5.2667], [-7.4694, -4.3429, -6.1398], [-3.0680, -0.2076, -6.5672], [-4.2726, -1.4492, -8.3432], [-6.0082, -3.0992, -7.7414], [-3.5692, -0.6486, -4.1893], [-5.9899, -3.2887, -0.7189], [-7.6811, -4.9855, -0.1217], [-9.0071, -6.0986, -1.8962], [-8.6180, -5.5383, -4.2694]]}

***

{"formula": "C51H64N8O4OsS", "method": "ωB97M-V with the def2-TZVPD basis set", "gap_ev": [7.93, 5.64], "total_charge": 2, "multiplicity": 5, "e_lumo_ev": [-4.813, -7.327], "elements": ["Os", "C", "C", "C", "C", "C", "C", "C", "N", "C", "N", "C", "C", "C", "C", "C", "C", "C", "N", "C", "C", "C", "C", "C", "C", "C", "H", "H", "H", "H", "H", "H", "H", "H", "H", "H", "H", "H", "H", "H", "H", "H", "H", "H", "H", "H", "H", "H", "C", "C", "C", "C", "C", "C", "C", "C", "C", "C", "C", "C", "N", "C", "C", "C", "C", "C", "N", "C", "C", "C", "C", "H", "H", "H", "H", "H", "H", "H", "H", "H", "H", "H", "H", "H", "H", "H", "H", "H", "H", "H", "H", "H", "H", "H", "H", "H", "H", "H", "H", "H", "C", "C", "S", "O", "O", "C", "C", "N", "C", "N", "C", "C", "N", "O", "O", "C", "H", "H", "H", "H", "H", "H", "H", "H", "H", "H", "H", "H", "H"], "coordinates": [[-0.0897, -0.8812, -0.2921], [-1.5290, -4.1337, -6.0527], [-2.7878, -3.3314, -5.8491], [-3.9219, -3.5523, -6.6226], [-5.0844, -2.8196, -6.4343], [-5.1230, -1.8205, -5.4731], [-3.9998, -1.5664, -4.7013], [-2.8528, -2.3340, -4.8769], [-1.6715, -2.0843, -4.1080], [-1.6035, -1.7447, -2.8061], [-2.6552, -2.0842, -2.0467], [-2.9533, -1.7852, -0.7069], [-2.0336, -1.1907, 0.1646], [-2.4916, -0.8711, 1.4631], [-3.7642, -1.1796, 1.8733], [-4.6269, -1.8454, 1.0019], [-4.2444, -2.1579, -0.2881], [-5.1958, -2.8690, -1.2200], [-0.5279, -1.1404, -2.3178], [0.4750, -0.8056, -3.3003], [1.6443, -1.5584, -3.3162], [2.6632, -1.2577, -4.2055], [2.5013, -0.2006, -5.0915], [1.3214, 0.5277, -5.0886], [0.2815, 0.2389, -4.2070], [-0.9879, 1.0496, -4.2534], [-1.6977, -4.9387, -6.7646], [-1.1827, -4.5767, -5.1164], [-0.7156, -3.5173, -6.4496], [-3.8892, -4.3196, -7.3868], [-5.9553, -3.0234, -7.0432], [-6.0160, -1.2239, -5.3374], [-4.0085, -0.7532, -3.9829], [-0.7983, -2.0576, -4.6132], [-3.3851, -2.5651, -2.5525], [-1.8335, -0.3716, 2.1591], [-4.0883, -0.9273, 2.8750], [-5.6227, -2.1177, 1.3326], [-6.1014, -3.1508, -0.6876], [-4.7643, -3.7902, -1.6246], [-5.4972, -2.2375, -2.0615], [1.7513, -2.3822, -2.6177], [3.5695, -1.8499, -4.2145], [3.2887, 0.0530, -5.7894], [1.1988, 1.3495, -5.7845], [-0.7604, 2.1021, -4.4248], [-1.5598, 0.9675, -3.3288], [-1.6308, 0.7218, -5.0746], [0.9237, 3.0780, 5.2399], [-0.5792, 2.7388, 5.0476], [-0.9840, 1.2708, 5.2534], [-1.1710, 3.3989, 3.8050], [-1.7959, 4.6016, 4.0540], [-2.4399, 5.3357, 3.0626], [-2.5142, 4.8375, 1.7674], [-1.9220, 3.6449, 1.4293], [-2.1404, 3.1592, 0.0146], [-3.1912, 2.0413, -0.0008], [-0.8695, 2.7512, -0.7268], [-1.1637, 2.9143, 2.4247], [-0.5612, 1.7821, 1.9929], [0.4583, 1.2244, 2.6093], [0.8516, -0.1138, 2.5500], [1.5248, -0.6926, 3.6491], [1.5185, -2.0514, 3.4534], [0.8881, -2.2966, 2.2120], [0.5166, -1.1199, 1.6488], [0.7309, -3.6630, 1.5677], [-0.7283, -4.1451, 1.6717], [1.6147, -4.6764, 2.3018], [1.1498, -3.6556, 0.0925], [1.4447, 2.2669, 5.7547], [1.0210, 3.9716, 5.8579], [1.4511, 3.3057, 4.3150], [-1.0747, 3.2522, 5.8682], [-0.7705, 0.6080, 4.4200], [-2.0569, 1.2132, 5.4443], [-0.4739, 0.8749, 6.1330], [-1.7944, 4.9842, 5.0669], [-2.9081, 6.2807, 3.3086], [-3.0591, 5.3890, 1.0121], [-2.5654, 4.0082, -0.5203], [-2.8116, 1.1535, 0.5057], [-3.4502, 1.7761, -1.0290], [-4.1061, 2.3571, 0.5032], [-0.6963, 1.6857, -0.5950], [0.0169, 3.2715, -0.3567], [-0.9621, 2.9588, -1.7941], [1.0455, 1.7922, 3.3135], [1.8884, -0.1537, 4.5137], [1.9039, -2.8000, 4.1262], [-1.0899, -4.0802, 2.6996], [-0.7806, -5.1893, 1.3564], [-1.3996, -3.5647, 1.0409], [1.2803, -4.8234, 3.3294], [2.6634, -4.3703, 2.3165], [1.5516, -5.6401, 1.7952], [0.5313, -2.9767, -0.5216], [0.9967, -4.6485, -0.3333], [2.1976, -3.3829, -0.0472], [5.2083, 1.2931, 4.3960], [5.1424, 2.7444, 3.9357], [4.0161, 3.0137, 2.5651], [3.4351, 4.3214, 2.7037], [3.1366, 1.8614, 2.4595], [5.0410, 3.0411, 1.0971], [5.1400, 1.7265, 0.3280], [3.8675, 1.3025, -0.2777], [3.1200, 0.2560, 0.1163], [1.9629, 0.2100, -0.5618], [1.9944, 1.2668, -1.4367], [3.1435, 1.9424, -1.2686], [3.5849, 3.0545, -2.0634], [2.7941, 3.4834, -2.8738], [4.7158, 3.4736, -1.8841], [3.5992, -0.7247, 1.1225], [5.7847, 1.2334, 5.3186], [5.6962, 0.6539, 3.6574], [4.2109, 0.8995, 4.5848], [6.1150, 3.1210, 3.6174], [4.7574, 3.4140, 4.7063], [6.0382, 3.3528, 1.4100], [4.6241, 3.8403, 0.4869], [5.4747, 0.9219, 0.9764], [5.8687, 1.8530, -0.4659], [1.2215, 1.4937, -2.1412], [4.5488, -1.1602, 0.8059], [2.8747, -1.5222, 1.2324], [3.7301, -0.2446, 2.0928]]}

***

{"formula": "C51H65Ge2O3OsS4SeSi", "method": "ωB97M-V with the def2-TZVPD basis set", "gap_ev": [4.68, 3.54], "total_charge": 1, "multiplicity": 5, "e_lumo_ev": [-2.666, -6.406], "de_lowest_ev": 3.295, "elements": ["Os", "C", "C", "C", "C", "C", "C", "C", "C", "C", "C", "C", "C", "C", "C", "C", "Ge", "S", "S", "Ge", "S", "S", "C", "C", "C", "C", "C", "C", "C", "C", "C", "C", "C", "C", "C", "C", "C", "C", "C", "C", "C", "C", "C", "C", "C", "C", "C", "C", "C", "C", "C", "C", "C", "C", "C", "H", "H", "H", "H", "H", "H", "H", "H", "H", "H", "H", "H", "H", "H", "H", "H", "H", "H", "H", "H", "H", "H", "H", "H", "H", "H", "H", "H", "H", "H", "H", "H", "H", "H", "H", "H", "H", "H", "H", "H", "H", "H", "H", "H", "H", "H", "H", "H", "H", "H", "O", "H", "H", "O", "H", "H", "O", "H", "H", "C", "Si", "C", "C", "Se", "H", "H", "H", "H", "H", "H", "H", "H", "H"], "coordinates": [[1.1776, 0.1053, 1.9620], [4.8489, 2.2324, -4.1670], [3.5954, 2.6572, -3.5081], [3.2620, 3.2335, -2.2974], [1.8943, 3.7127, -2.0907], [1.6565, 4.7129, -1.0428], [0.8055, 3.2397, -2.8599], [1.1323, 2.5773, -4.0691], [-0.0082, 2.1674, -4.9587], [2.5068, 2.3514, -4.3618], [-0.5676, 3.4768, -2.3674], [-1.3860, 4.3354, -3.1335], [-2.5269, 4.9875, -2.5665], [-3.0106, 4.6455, -1.3498], [-2.1742, 3.8091, -0.5171], [-1.0679, 3.2093, -1.1108], [-0.3487, 1.4952, -0.3150], [1.5729, 1.8994, 0.6623], [-1.2310, -0.2762, 1.3426], [-0.1767, -1.5411, -0.2114], [1.8113, -1.7148, 0.7615], [-0.1640, -0.0453, -1.9111], [-1.1049, -3.1689, -0.8226], [-0.5834, -3.8222, -1.9572], [-1.4885, -4.5158, -2.8098], [-2.8625, -4.5125, -2.6014], [-3.3778, -3.9643, -1.4527], [-2.4282, -3.4170, -0.5162], [-3.0239, -3.0068, 0.8027], [-2.4260, -3.5387, 1.9869], [-1.0868, -4.2172, 2.0843], [-3.0775, -3.2627, 3.1828], [-4.2506, -2.5668, 3.3427], [-4.8030, -2.0551, 4.6575], [-4.8775, -2.0773, 2.1725], [-4.2121, -2.2779, 0.9551], [-4.9061, -1.5854, -0.1694], [0.8379, -3.6236, -2.4826], [1.9331, -4.2547, -1.8984], [1.8512, -5.2898, -0.7895], [3.2149, -3.7745, -2.2714], [3.4589, -2.9268, -3.3587], [4.8429, -2.5901, -3.7764], [2.3266, -2.5022, -4.0382], [1.0472, -2.8543, -3.6468], [-0.0759, -2.2308, -4.4630], [-2.4997, 3.6794, 0.9646], [-1.6552, 4.1950, 1.9620], [-0.4193, 5.0726, 1.7305], [-1.8837, 3.9180, 3.2585], [-2.8535, 2.9637, 3.6773], [-3.0196, 2.6054, 5.1280], [-3.7935, 2.5937, 2.7551], [-3.5959, 2.9225, 1.3874], [-4.6853, 2.4451, 0.4368], [4.7088, 2.2753, -5.2610], [5.2383, 1.2751, -3.8598], [5.5957, 2.8908, -3.8620], [3.9823, 3.5399, -1.5879], [0.6646, 5.2058, -1.1171], [2.3675, 5.5484, -1.1423], [1.7404, 4.5208, 0.0426], [-0.7818, 1.5289, -4.5015], [0.2907, 1.5549, -5.8697], [-0.5651, 3.0405, -5.3489], [2.7645, 1.7362, -5.2584], [-1.0658, 4.5241, -4.1763], [-3.0022, 5.7561, -3.0714], [-3.9075, 5.0549, -0.8929], [-0.9814, -4.9478, -3.6667], [-3.4945, -4.8945, -3.3938], [-4.4381, -4.0710, -1.2922], [-0.3971, -3.4279, 2.6017], [-0.7511, -4.5205, 1.1360], [-1.0527, -5.1079, 2.8115], [-2.6176, -3.6208, 4.0581], [-4.8443, -0.9207, 4.6835], [-4.1726, -2.3454, 5.5170], [-5.8291, -2.3969, 4.7861], [-5.9448, -1.8373, 2.2592], [-5.2654, -2.3130, -0.8953], [-4.2863, -0.8258, -0.6800], [-5.8513, -1.0104, 0.0951], [2.4070, -5.0190, 0.1038], [2.1631, -6.2495, -1.1537], [0.8145, -5.3836, -0.4594], [4.1047, -4.1073, -1.7227], [4.9855, -2.6153, -4.8882], [5.4781, -3.4114, -3.2994], [5.2027, -1.5645, -3.4776], [2.4962, -1.8881, -4.9336], [0.1131, -1.2353, -4.8370], [-1.0764, -2.2847, -3.9439], [-0.3608, -2.8481, -5.3112], [0.5078, 4.5589, 2.0563], [-0.5171, 5.9877, 2.3574], [-0.2343, 5.3294, 0.6920], [-1.3885, 4.4335, 4.0791], [-2.3431, 3.1717, 5.7738], [-2.7235, 1.5087, 5.3812], [-4.0719, 2.7624, 5.4024], [-4.6536, 1.9522, 2.9812], [-5.5426, 2.0195, 0.9515], [-4.3926, 1.6384, -0.2126], [-4.8639, 3.2420, -0.2642], [-1.9131, -0.5624, 5.0503], [-2.7264, -0.9672, 4.6009], [-1.8751, -0.8229, 5.9771], [0.4291, 1.5709, 3.3102], [0.6957, 1.4540, 4.2636], [0.4485, 2.4490, 3.0159], [0.4356, -1.2237, 3.5246], [1.2804, -1.5494, 3.9191], [-0.2089, -0.9756, 4.2640], [5.1022, -0.4103, 0.4144], [5.0804, -0.6104, 2.2647], [5.3723, -2.3773, 2.8435], [6.4908, 0.6483, 2.7400], [3.1980, 0.0849, 3.3546], [6.1088, -0.3848, 0.0048], [4.7148, 0.6125, 0.1516], [4.4465, -1.2178, -0.0243], [6.3961, -2.5263, 3.2976], [5.1203, -3.1805, 2.1250], [4.6434, -2.4237, 3.7398], [6.6876, 0.7588, 3.8423], [6.2900, 1.5887, 2.2754], [7.4505, 0.2254, 2.3357]]}

***

Calculated values (eV) of E_tot for the records, taken in order: -97436.8284; -87322.9005; -292143.8663.